This record from OMol25 describes a molecular structure, C40H32N8O7SY in a non-equilibrium geometry. The level of theory is ωB97M-V/def2-TZVPD.

Its electronic energy is -2944.77036 hartree. The HOMO energy is -0.36013 Eh. Its net charge is +1. Its relative energy (zero: lowest compared OMol25 entry of this formula, charge and spin) is 0.00 kcal/mol. For the orbital gap, the calculation gives 6.33 eV.

The geometry in XYZ format:
```
89
Properties=species:S:1:pos:R:3:nbo_charge:R:1
Y 0.550 -0.306 0.888 2.106
O -0.268 0.931 7.721 -0.709
C 0.265 -0.079 7.232 0.719
O 0.577 -1.190 7.691 -0.711
C 0.579 0.064 5.732 0.021
C 0.044 1.115 4.995 -0.196
C 0.332 1.201 3.654 0.156
N 1.114 0.301 3.045 -0.628
C 1.665 -0.700 3.750 0.229
C 1.417 -0.847 5.096 -0.217
C 2.576 -1.564 2.946 0.178
C 3.244 -2.646 3.484 -0.209
C 4.123 -3.356 2.685 -0.123
C 4.324 -2.960 1.373 -0.243
C 3.598 -1.883 0.902 0.070
N 2.726 -1.205 1.654 -0.555
C -0.147 2.288 2.757 0.294
C -0.654 3.472 3.262 -0.230
C -1.042 4.471 2.387 -0.121
C -0.908 4.264 1.024 -0.242
C -0.389 3.061 0.596 0.060
N -0.013 2.083 1.428 -0.580
H -0.586 1.819 5.525 0.266
H 1.817 -1.649 5.703 0.266
H 3.092 -2.917 4.519 0.248
H 4.657 -4.206 3.090 0.238
H 5.004 -3.481 0.717 0.249
H 3.713 -1.548 -0.123 0.210
H -0.728 3.612 4.330 0.250
H -1.436 5.404 2.768 0.240
H -1.202 5.014 0.303 0.234
H -0.295 2.854 -0.462 0.192
O 3.752 -4.402 -1.534 -0.735
C 2.951 -5.576 -1.446 0.075
N 1.836 -5.587 -2.346 -0.630
C 0.587 -5.070 -2.133 0.651
O -0.258 -5.049 -3.002 -0.572
C 0.245 -4.537 -0.768 -0.113
C -0.903 -4.997 -0.128 -0.107
C -1.252 -4.449 1.090 -0.211
C -0.476 -3.419 1.587 0.071
N 0.578 -2.904 0.946 -0.549
C 0.950 -3.498 -0.196 0.007
H 4.214 -4.400 -2.381 0.479
H 2.590 -5.608 -0.423 0.193
H 3.548 -6.465 -1.633 0.189
H 1.981 -5.904 -3.295 0.414
H -1.507 -5.764 -0.595 0.247
H -2.128 -4.776 1.633 0.252
H -0.717 -2.968 2.541 0.230
H 1.844 -3.116 -0.681 0.222
C -5.043 4.361 -0.606 -0.640
C -4.360 3.059 -0.277 0.031
C -4.579 2.428 0.946 -0.199
C -3.957 1.232 1.257 -0.185
C -3.088 0.664 0.333 -0.306
C -2.852 1.268 -0.899 -0.212
C -3.498 2.458 -1.194 -0.219
S -2.262 -0.810 0.784 2.412
O -1.246 -1.038 -0.292 -1.064
O -3.203 -1.854 0.992 -0.894
O -1.418 -0.476 1.978 -1.046
H -5.762 4.642 0.161 0.229
H -5.571 4.294 -1.558 0.234
H -4.315 5.171 -0.695 0.222
H -5.258 2.875 1.662 0.228
H -4.145 0.745 2.207 0.246
H -2.197 0.794 -1.620 0.234
H -3.343 2.923 -2.162 0.217
N -0.120 6.036 -7.979 -0.244
C 0.033 5.208 -7.198 0.249
C 0.219 4.162 -6.215 -0.146
C 0.653 2.902 -6.612 -0.137
C 0.841 1.906 -5.670 -0.230
C 0.580 2.176 -4.338 0.222
C 0.136 3.423 -3.931 -0.241
C -0.036 4.423 -4.872 -0.142
N 0.762 1.138 -3.364 -0.348
C 0.484 -0.210 -3.531 -0.061
C 0.757 -0.791 -2.342 -0.059
N 1.187 0.171 -1.433 -0.621
C 1.177 1.311 -2.098 0.223
H 0.852 2.707 -7.657 0.247
H 1.207 0.934 -5.973 0.235
H -0.096 3.614 -2.891 0.218
H -0.384 5.402 -4.573 0.244
H 0.092 -0.614 -4.449 0.251
H 0.640 -1.826 -2.078 0.243
H 1.526 2.259 -1.724 0.229
```